Molecular formula: C12H28IN2OP2S
Method: DFT, ωB97M-V/def2-TZVPD

Calculated values
**Gap between HOMO and LUMO**: 8.07 eV
**Total charge**: +1
**Total energy**: -2037.052442 Eh
**Spin multiplicity**: 1
**Strongest force on any atom**: 0.02949 hartree/bohr

Bonds (Å) are listed after each position.
Element x y z (Å)
1 C 0.07747 5.02083 3.04159  C3 1.528, H9 1.092, H27 1.088, C32 1.524
2 C -0.56445 -1.51061 0.11668  C7 1.528, C28 1.547, H30 1.086, H43 1.091
3 C -0.53974 3.62343 3.08722  C1 1.528, H4 1.092, H12 1.089, C20 1.522
4 H -0.36898 3.16822 4.06494  C3 1.092
5 H -2.37684 -1.89172 1.23368  C7 1.087
6 O 1.56792 3.49696 2.02094  C20 1.426, C32 1.433
7 C -2.07914 -1.42191 0.30009  C2 1.528, H5 1.087, H11 1.091, C47 1.511
8 C 1.10236 -4.37497 -0.70708  H25 1.086, C26 1.541, H31 1.090, H36 1.087
9 H -0.33291 5.58600 2.20277  C1 1.092
10 C -0.98811 -1.25921 -2.47060  C28 1.564, S33 1.822, H35 1.089, N38 1.509
11 H -2.41133 -0.38355 0.34817  C7 1.091
12 H -1.60945 3.60796 2.88491  C3 1.089
13 H 0.94044 1.00882 0.00060  P22 1.398
14 H 3.85125 -1.11957 -0.98908  C15 1.089
15 C 2.91543 -0.56270 -1.00590  H14 1.089, H24 1.088, P34 1.841, H46 1.084
16 H -2.95873 -1.69303 -2.88142  N38 1.024
17 H 0.08075 -2.22401 -4.36809  S33 1.332
18 H -0.17645 3.03506 1.02625  C20 1.096
19 H 0.37548 1.83282 2.21801  C20 1.096
20 C 0.27096 2.90504 2.01779  C3 1.522, O6 1.426, H18 1.096, H19 1.096
21 N -1.17419 1.66329 -1.06307  P22 1.580, H40 1.005
22 P 0.14731 0.80033 -1.13120  H13 1.398, N21 1.580, C28 1.837, H37 1.404
23 H 3.00088 -3.35597 -0.58529  C26 1.091
24 H 2.72583 -0.24051 0.01608  C15 1.088
25 H 1.73636 -5.24548 -0.84401  C8 1.086
26 C 1.94550 -3.10897 -0.46075  C8 1.541, H23 1.091, P34 1.832, H45 1.091
27 H -0.07970 5.59756 3.95083  C1 1.088
28 C -0.03521 -1.02372 -1.25352  C2 1.547, C10 1.564, P22 1.837, P34 1.926
29 H -2.26024 -3.08529 -1.03454  C47 1.088
30 H -0.28314 -2.54689 0.28232  C2 1.086
31 H 0.47533 -4.58946 0.15869  C8 1.090
32 C 1.54696 4.70169 2.79689  C1 1.524, O6 1.433, H39 1.089, H44 1.094
33 S -0.79033 -2.74588 -3.50545  C10 1.822, H17 1.332
34 P 1.69150 -1.76330 -1.67705  C15 1.841, C26 1.832, C28 1.926
35 H -0.89276 -0.40235 -3.13608  C10 1.089
36 H 0.44461 -4.28539 -1.56810  C8 1.087
37 H 0.92991 1.17989 -2.23315  P22 1.404
38 N -2.44761 -1.29518 -2.08780  C10 1.509, H16 1.024, H42 1.023, C47 1.498
39 H 2.06977 5.48272 2.24604  C32 1.089
40 H -2.03446 1.14360 -1.07381  N21 1.005
41 I -4.82608 -2.35566 -0.66583  C47 2.115
42 H -2.82669 -0.35453 -1.95503  N38 1.023
43 H -0.07335 -0.94506 0.91030  C2 1.091
44 H 2.07783 4.52510 3.73740  C32 1.094
45 H 1.85342 -2.76370 0.57031  C26 1.091
46 H 3.03642 0.28873 -1.66608  C15 1.084
47 C -2.73379 -2.11941 -0.86957  C7 1.511, H29 1.088, N38 1.498, I41 2.115